Formula: C10H20Cl2CoN2O2PS
Source: OMol25
Level of theory: ωB97M-V/def2-TZVPD

- Energy: -100549.6413 eV
- Expectation value of S²: 6.0362
- Max |F|: 9.99 eV Å⁻¹

```
! RIJCOSX wB97M-V def2-TZVPD def2/J DEFGRID3
* xyz 2 5
C 0.943 -5.060 -1.295
C 0.786 -3.606 -1.620
H 0.045 -5.573 -1.610
H 1.040 -5.153 -0.205
H 1.804 -5.554 -1.783
O -0.273 -3.076 -1.891
Cl 2.267 -2.740 -1.588
Co -0.628 1.224 -0.535
P -0.489 0.971 -2.601
C -2.068 1.464 -3.376
C 0.801 2.194 -3.004
H 1.028 -0.729 -3.375
H -0.129 -0.198 -4.673
H -0.644 -1.297 -3.327
C -0.005 -0.453 -3.611
H 1.756 1.779 -2.651
H 0.792 2.304 -4.092
H -1.902 1.599 -4.450
H -2.433 2.384 -2.905
H 0.607 3.140 -2.486
H -2.790 0.653 -3.199
C -2.378 1.145 -0.420
O -3.513 1.285 -0.178
Cl -0.588 3.333 -0.007
S -0.370 -0.475 0.684
C -0.134 0.150 2.310
N -0.507 1.357 2.738
C -0.165 1.858 4.062
C 1.148 1.249 4.523
C 1.046 -0.261 4.466
N 0.495 -0.670 3.172
H -0.975 1.995 2.081
H -0.960 1.588 4.767
H -0.102 2.947 4.013
H 1.381 1.577 5.541
H 1.963 1.586 3.871
H 0.386 -0.620 5.268
H 2.025 -0.735 4.583
H 0.738 -1.585 2.808
*
```

Formula: C10H20ClIInN2OPSe
Source: OMol25
Level of theory: ωB97M-V/def2-TZVPD

- Energy: -116140.0370 eV
- Relative energy (zero: lowest compared OMol25 entry of this formula, charge and spin): 10.59 kcal/mol
- Max |F|: 3.72 eV Å⁻¹

```
! RIJCOSX wB97M-V def2-TZVPD def2/J DEFGRID3
* xyz 2 1
C -0.223 -3.967 -2.851
I 1.436 -2.340 -2.616
H -1.240 -3.675 -2.517
H 0.179 -4.819 -2.300
H -0.137 -4.138 -3.929
In -0.063 -0.825 -0.765
P -0.285 1.202 -2.383
C 1.298 1.555 -3.183
C -1.363 0.726 -3.764
H -1.825 2.814 -1.412
H -1.008 3.444 -2.864
H -0.139 3.378 -1.307
C -0.866 2.860 -1.942
H -2.373 0.492 -3.391
H -1.425 1.575 -4.464
H 1.118 2.269 -4.003
H 1.754 0.646 -3.598
H -0.963 -0.151 -4.294
H 1.989 2.013 -2.461
C 2.851 -0.286 -0.235
O 3.781 -0.835 -0.625
Cl -2.009 -1.598 0.337
C -2.284 1.048 3.170
N -1.088 0.256 3.406
C -0.934 -0.586 4.494
C 0.339 -1.044 4.460
N 0.957 -0.493 3.364
C 2.370 -0.642 3.052
C 0.094 0.343 2.705
Se 0.481 1.423 1.225
H -3.069 0.441 2.689
H -2.028 1.906 2.526
H -2.650 1.402 4.147
H -1.728 -0.716 5.202
H 0.864 -1.654 5.161
H 2.914 -0.676 4.002
H 2.556 -1.565 2.493
H 2.717 0.218 2.470
*
```

Formula: C10H20Cu2O10S2
Source: OMol25
Level of theory: ωB97M-V/def2-TZVPD

- Energy: -142094.3551 eV
- Expectation value of S²: 2.0103
- Relative energy (zero: lowest compared OMol25 entry of this formula, charge and spin): 71.55 kcal/mol
- Max |F|: 5.17 eV Å⁻¹

```
! RIJCOSX wB97M-V def2-TZVPD def2/J DEFGRID3
* xyz 2 3
Cu -2.787 3.559 -1.881
Cu -1.324 -1.404 -0.412
S -2.214 1.081 -0.993
O -1.061 0.639 -0.200
O -1.942 1.763 -2.246
O -2.849 -0.227 -1.142
O -3.025 2.048 -0.288
C 2.498 -1.175 2.012
C 2.969 -2.262 1.078
C 1.662 -2.838 0.480
O 0.744 -1.718 0.414
C 1.395 -0.574 1.140
H 3.377 -0.595 2.294
H 2.239 -1.655 2.956
H 3.458 -3.077 1.610
H 3.760 -1.962 0.390
H 1.269 -3.564 1.192
H 1.895 -3.278 -0.490
H 0.870 0.029 1.881
H 1.863 0.038 0.369
C -0.298 -2.578 -4.342
C 0.065 -1.049 -4.287
C 0.362 -0.780 -2.808
O 0.134 -1.987 -2.171
C 0.360 -3.105 -3.085
H 0.038 -3.173 -5.191
H -1.387 -2.596 -4.294
H -0.739 -0.421 -4.671
H 0.822 -0.801 -5.030
H -0.214 0.031 -2.364
H 1.364 -0.400 -2.607
H -0.197 -3.971 -2.729
H 1.398 -3.346 -3.317
C -1.082 3.726 2.316
C -0.989 4.680 3.540
O -1.419 4.046 4.724
S -1.819 2.371 4.572
O -3.302 2.162 4.489
O -1.047 1.577 5.520
O -1.078 2.415 3.004
H -0.227 3.978 1.689
H -2.042 3.820 1.810
H -1.521 5.588 3.256
H 0.022 4.985 3.812
*
```

Formula: C10H20FO9P
Source: OMol25
Level of theory: ωB97M-V/def2-TZVPD

- Energy: -41121.0994 eV
- Relative energy (zero: lowest compared OMol25 entry of this formula, charge and spin): 151.30 kcal/mol
- Max |F|: 10.29 eV Å⁻¹
- SMILES: CO[C@@H](CO[C@H](COCOCCO)P(=O)(O)O)CC(=O)F

```
! RIJCOSX wB97M-V def2-TZVPD def2/J DEFGRID3
* xyz 0 1
C 2.222 0.426 -1.118
O 1.863 0.779 -2.500
C 0.611 1.546 -2.579
C -0.645 0.487 -2.587
O -1.833 0.945 -1.851
C -1.850 0.466 -0.460
C -2.172 -1.134 -0.300
O -1.646 -1.528 1.044
C -0.350 -2.222 0.911
O 0.291 -2.525 2.229
C 1.598 -3.214 1.983
C 2.664 -2.937 3.198
O 1.958 -3.217 4.482
P -3.241 1.472 0.456
O -3.257 2.919 -0.237
O -2.889 1.627 2.159
O -4.805 0.742 0.156
C 0.470 2.764 -1.490
C 1.590 3.980 -1.733
O 1.155 5.133 -2.313
F 2.998 3.719 -1.347
H 2.731 -0.653 -1.120
H 3.076 1.171 -0.783
H 1.324 0.356 -0.372
H 0.609 2.064 -3.654
H -0.237 -0.572 -2.239
H -0.973 0.348 -3.723
H -0.840 0.683 0.093
H -1.692 -1.809 -1.126
H -3.321 -1.367 -0.270
H 0.385 -1.462 0.380
H -0.396 -3.240 0.330
H 1.398 -4.364 1.848
H 2.097 -2.812 0.989
H 3.653 -3.575 3.086
H 3.002 -1.808 3.167
H 2.472 -2.797 5.246
H -2.366 2.488 2.238
H -5.488 1.423 -0.117
H -0.582 3.285 -1.709
H 0.416 2.414 -0.367
*
```

Formula: C10H20IN2O
Source: OMol25
Level of theory: ωB97M-V/def2-TZVPD

- Energy: -23814.9030 eV
- Relative energy (zero: lowest compared OMol25 entry of this formula, charge and spin): 0.00 kcal/mol
- Max |F|: 4.69 eV Å⁻¹
- SMILES: CC(C)C[N@@H+]1CCCC[C@]1(I)C(N)=O

```
! RIJCOSX wB97M-V def2-TZVPD def2/J DEFGRID3
* xyz 1 1
C -0.721 -2.197 0.135
C -0.444 0.038 -3.126
C 0.102 1.260 -2.583
C -1.004 -0.806 -1.908
C 1.143 0.991 -1.419
C 0.036 -1.413 -0.950
C 1.419 1.235 2.300
C -1.084 0.937 3.027
C -0.389 0.727 0.645
C 0.040 0.402 2.149
N 0.013 -2.984 0.998
N 0.673 0.085 -0.311
O -1.908 -1.958 0.225
I 1.670 -2.430 -1.874
H -1.154 0.219 -3.934
H 0.250 -0.577 -3.579
H 0.471 1.866 -3.493
H -0.507 2.153 -2.180
H -1.691 -0.112 -1.375
H -1.633 -1.535 -2.384
H 2.035 0.552 -1.753
H 1.341 1.871 -0.882
H 1.484 2.116 1.658
H 2.372 0.683 2.151
H 1.384 1.634 3.277
H -1.244 2.003 3.028
H -1.918 0.298 2.605
H -0.896 0.595 4.076
H -1.396 0.352 0.307
H -0.233 1.826 0.503
H 0.247 -0.645 2.165
H 0.791 -3.488 0.548
H -0.609 -3.466 1.609
H 1.361 -0.232 0.346
*
```

Formula: C10H20MnN2PS
Source: OMol25
Level of theory: ωB97M-V/def2-TZVPD

- Energy: -65111.8478 eV
- Expectation value of S²: 3.8511
- Relative energy (zero: lowest compared OMol25 entry of this formula, charge and spin): 0.00 kcal/mol
- Max |F|: 3.37 eV Å⁻¹

```
! RIJCOSX wB97M-V def2-TZVPD def2/J DEFGRID3
* xyz 1 4
C 0.380 0.136 -2.183
C -0.824 -0.654 -2.254
C -0.540 -1.965 -1.796
C 0.843 -2.049 -1.486
C 1.438 -0.751 -1.652
Mn 0.043 -0.167 -0.034
P -0.500 1.954 0.384
H 0.540 1.127 -2.584
H -1.787 -0.286 -2.622
H -1.262 -2.774 -1.697
H 2.493 -0.510 -1.597
H 1.393 -2.943 -1.166
H -1.482 2.262 1.369
H -1.016 2.656 -0.744
H 0.594 2.797 0.742
C 1.134 1.867 5.019
C -0.008 1.185 4.292
N 0.522 0.147 3.372
C -0.130 -1.010 3.138
S -0.266 -1.714 1.556
N -0.719 -1.667 4.154
C -0.221 -1.678 5.557
C -1.410 -1.730 6.498
H 1.772 1.133 5.527
H 0.726 2.555 5.768
H 1.753 2.445 4.323
H -0.704 0.711 4.990
H -0.582 1.908 3.688
H 1.009 0.540 2.562
H -1.184 -2.531 3.875
H 0.416 -2.569 5.685
H 0.402 -0.797 5.720
H -1.954 -2.673 6.379
H -1.062 -1.658 7.532
H -2.101 -0.902 6.297
*
```

Formula: C10H20N
Source: OMol25
Level of theory: ωB97M-V/def2-TZVPD

- Energy: -12175.0187 eV
- Relative energy (zero: lowest compared OMol25 entry of this formula, charge and spin): 32.74 kcal/mol
- Max |F|: 5.76 eV Å⁻¹
- SMILES: C#C[C@@](C)([NH2+]CC)C(C)(C)C

```
! RIJCOSX wB97M-V def2-TZVPD def2/J DEFGRID3
* xyz 1 1
C 0.237 3.095 0.145
C 0.103 1.950 -0.131
C 3.251 -0.979 0.691
C -0.290 0.381 -2.073
C -2.645 0.711 -0.034
C -1.080 -0.188 1.781
C -1.659 -1.600 -0.270
C 2.470 0.215 0.172
C -0.120 0.504 -0.541
C -1.317 -0.145 0.220
N 1.187 -0.341 -0.327
H 0.524 4.102 0.483
H 2.941 -1.157 1.700
H 2.925 -1.849 0.080
H 4.269 -0.982 0.643
H -0.578 -0.740 -2.233
H 0.679 0.683 -2.580
H -1.137 1.052 -2.358
H -2.612 1.638 0.363
H -3.405 -0.010 0.386
H -2.744 0.666 -1.082
H -0.192 -0.819 1.872
H -1.886 -0.685 2.348
H -1.001 0.713 2.172
H -2.374 -1.965 0.443
H -0.784 -2.335 -0.208
H -2.230 -1.667 -1.188
H 2.975 0.755 -0.643
H 2.362 0.861 1.070
H 1.288 -0.830 -1.239
H 0.841 -1.033 0.337
*
```

Formula: C10H20N2O4
Source: OMol25
Level of theory: ωB97M-V/def2-TZVPD

- Energy: -21857.2048 eV
- Relative energy (zero: lowest compared OMol25 entry of this formula, charge and spin): 212.61 kcal/mol
- Max |F|: 6.99 eV Å⁻¹

```
! RIJCOSX wB97M-V def2-TZVPD def2/J DEFGRID3
* xyz 0 1
C -2.441 -0.281 0.794
C -1.250 -1.068 0.707
C -2.344 0.449 2.128
C -2.180 -0.610 3.287
C 0.010 0.610 -0.663
C -0.841 0.016 -1.996
C 1.451 1.067 -0.826
C 2.725 0.040 -0.979
C 2.871 -0.783 -2.289
C 3.888 0.955 -0.929
H -3.759 -1.562 -0.085
H -3.676 -1.612 1.607
H -2.576 0.643 0.057
H -3.104 1.144 2.315
H -0.375 0.746 1.886
H -2.591 -0.305 4.444
H -2.715 -1.832 2.970
H -1.098 -1.038 3.278
H 0.511 -1.260 -0.210
H -0.590 1.329 -0.140
H 1.330 1.602 0.172
H 1.771 1.788 -1.522
H 2.928 -0.403 0.060
H 2.187 -1.598 -2.436
H 2.347 0.070 -3.102
H 4.092 -0.984 -2.561
H 3.806 1.549 -2.024
H 3.566 1.851 -0.036
H 4.954 0.363 -0.616
H -0.432 1.539 -2.527
N -3.846 -1.002 0.835
N -0.094 -0.528 0.187
O -1.159 -2.015 1.439
O -1.231 1.398 1.888
O -1.116 -1.235 -2.108
O -1.020 0.955 -3.008
*
```

Formula: C10H20N2O6
Source: OMol25
Level of theory: ωB97M-V/def2-TZVPD

- Energy: -25957.1620 eV
- Relative energy (zero: lowest compared OMol25 entry of this formula, charge and spin): 96.26 kcal/mol
- Max |F|: 14.38 eV Å⁻¹
- SMILES: N[C@@H](CCC(=O)O)C(=O)O.CC(C)[C@H](N)C(=O)O

```
! RIJCOSX wB97M-V def2-TZVPD def2/J DEFGRID3
* xyz 0 1
C 2.003 -0.307 -0.511
C 1.584 -0.946 0.740
C 3.524 -0.046 -0.715
C 4.355 -1.347 -0.953
C 4.101 0.820 0.383
C -2.235 0.905 0.262
C -1.561 2.115 -0.256
C -3.741 0.810 -0.185
C -4.417 -0.522 0.144
C -3.633 -1.730 -0.411
H 0.582 0.604 -1.300
H 0.892 1.059 -0.044
H 1.811 -1.051 -1.205
H 3.565 0.511 -1.642
H 5.172 -1.188 -1.560
H 3.767 -1.995 -1.397
H 4.704 -1.703 -0.130
H 4.876 1.384 0.044
H 3.443 1.411 0.820
H 4.477 0.193 1.116
H 1.768 -2.664 1.363
H -1.151 0.489 1.949
H -2.148 1.714 2.137
H -1.665 0.093 -0.148
H -4.298 1.659 0.181
H -3.661 0.980 -1.267
H -4.501 -0.608 1.195
H -5.411 -0.572 -0.229
H -4.970 -2.814 0.350
H -0.064 3.258 0.104
N 1.220 0.844 -0.779
N -2.068 0.834 1.755
O 0.737 -0.728 1.588
O 2.296 -2.069 0.777
O -1.841 2.694 -1.294
O -2.689 -1.661 -1.125
O -4.304 -2.874 -0.289
O -0.520 2.448 0.534
*
```

Formula: C10H20N2PPdS
Source: OMol25
Level of theory: ωB97M-V/def2-TZVPD

- Energy: -37265.6787 eV
- Expectation value of S²: 6.0259
- Relative energy (zero: lowest compared OMol25 entry of this formula, charge and spin): 12.69 kcal/mol
- Max |F|: 2.99 eV Å⁻¹

```
! RIJCOSX wB97M-V def2-TZVPD def2/J DEFGRID3
* xyz 1 5
C 0.453 1.210 -0.932
C 1.852 1.071 -0.607
C 2.036 1.357 0.769
C 0.784 1.663 1.357
C -0.248 1.604 0.335
Pd -1.165 -0.318 -0.347
P -0.824 -1.915 -1.857
H 0.015 1.287 -1.924
H 2.621 0.794 -1.319
H 2.991 1.356 1.284
H -1.218 2.091 0.365
H 0.595 1.944 2.389
H -0.353 -3.164 -1.353
H 0.109 -1.622 -2.897
H -2.003 -2.259 -2.573
C 0.178 -2.531 1.675
N -0.466 -1.847 2.789
C 0.243 -1.809 4.073
C -1.599 -1.154 2.628
S -2.551 -1.247 1.209
N -2.048 -0.433 3.728
C -2.684 -1.206 4.810
C -2.714 0.840 3.448
H 0.989 -3.125 2.100
H 0.602 -1.805 0.959
H -0.541 -3.179 1.162
H 0.168 -0.807 4.516
H -0.165 -2.554 4.773
H 1.291 -2.049 3.883
H -2.259 -0.905 5.774
H -3.766 -1.012 4.840
H -2.524 -2.283 4.670
H -2.066 1.455 2.815
H -3.670 0.677 2.930
H -2.871 1.354 4.403
*
```

Formula: C10H20N3
Source: OMol25
Level of theory: ωB97M-V/def2-TZVPD

- Energy: -15153.5065 eV
- Relative energy (zero: lowest compared OMol25 entry of this formula, charge and spin): 128.45 kcal/mol
- Max |F|: 5.57 eV Å⁻¹

```
! RIJCOSX wB97M-V def2-TZVPD def2/J DEFGRID3
* xyz 1 1
C 2.353 -0.237 0.718
C 1.254 -2.305 -0.431
C 1.760 1.193 0.802
C -0.943 2.354 0.560
C 0.143 2.429 -0.509
C -0.297 -2.228 -0.621
C 1.856 -0.835 -0.690
C 0.999 0.319 -1.149
C -1.430 -0.042 -0.119
C -3.010 -0.214 -0.464
N -1.133 0.879 0.929
N 1.085 1.412 -0.399
N -0.876 -1.337 0.384
H 3.351 -0.371 0.717
H 1.900 -0.817 1.608
H 1.398 -2.727 0.600
H 1.758 -2.897 -1.205
H 1.049 1.344 1.664
H 2.799 1.678 0.810
H -0.667 2.882 1.471
H -1.993 2.665 0.232
H -0.374 2.231 -1.451
H 0.777 3.375 -0.343
H -0.511 -1.850 -1.675
H -0.864 -3.141 -0.573
H 2.721 -0.984 -1.326
H 0.195 0.255 -1.917
H -3.426 0.697 -0.027
H -3.298 -1.005 0.212
H -3.141 -0.540 -1.469
H -1.767 0.702 1.714
H -1.506 -1.929 1.006
H -0.161 -0.955 0.943
*
```

Formula: C10H20N4O4
Source: OMol25
Level of theory: ωB97M-V/def2-TZVPD

- Energy: -24846.4773 eV
- Relative energy (zero: lowest compared OMol25 entry of this formula, charge and spin): 0.10 kcal/mol
- Max |F|: 2.57 eV Å⁻¹
- SMILES: NCCCC[C@H](NC(=O)[C@@H](N)CC(N)=O)C(=O)O

```
! RIJCOSX wB97M-V def2-TZVPD def2/J DEFGRID3
* xyz 0 1
C 2.919 -0.697 -1.043
C 1.932 0.425 -1.086
C 3.849 -0.617 0.197
C 3.107 -0.953 1.512
C -0.286 1.294 -0.267
C 0.074 2.489 0.645
C -1.620 0.709 0.256
C -2.233 -0.413 -0.648
C -3.525 -1.090 -0.169
C -4.701 -0.156 -0.043
H 4.032 0.256 -2.493
H 4.364 -1.333 -2.382
H 2.316 -1.608 -0.979
H 4.624 -1.388 0.095
H 4.372 0.338 0.250
H 4.785 -0.294 2.616
H 3.307 -0.730 3.502
H 0.684 -0.490 0.259
H -0.433 1.735 -1.266
H -1.585 0.325 1.276
H -2.329 1.548 0.325
H -2.537 -0.051 -1.631
H -1.497 -1.204 -0.860
H -3.777 -1.900 -0.872
H -3.390 -1.561 0.820
H -4.778 0.338 -1.032
H -4.530 0.676 0.663
H -6.127 -1.496 -0.313
H -5.733 -1.182 1.247
H 1.569 2.765 -0.560
N 3.636 -0.652 -2.331
N 3.786 -0.564 2.648
N 0.806 0.277 -0.363
N -5.920 -0.761 0.314
O 2.182 1.472 -1.684
O 2.049 -1.566 1.572
O -0.576 2.862 1.588
O 1.183 3.193 0.238
*
```